1.
The following is a quantum chemistry calculation of one molecule with the formula C4H8Si2 in a non-equilibrium geometry, from the OMol25 dataset.

Structure (XYZ):
```
14
Properties=species:S:1:pos:R:3:mulliken_charge:R:1
C 1.647 -1.279 -1.352 -0.68
C 0.615 -0.468 -0.480 0.15
Si -1.152 -1.028 0.032 0.29
C -1.608 0.591 0.876 -0.41
C -0.594 1.413 1.190 -0.33
Si 0.956 1.252 0.238 0.26
H 2.549 -0.905 -1.853 0.25
H 1.379 -2.272 -1.511 0.24
H -1.068 -2.218 0.892 -0.12
H -2.136 -1.504 -0.969 -0.13
H -2.620 0.644 1.230 0.40
H -0.825 2.384 1.776 0.28
H 0.656 2.037 -0.999 -0.08
H 2.202 1.352 0.930 -0.13
```

Lowest unoccupied orbital energy in eV: 0.27
SMILES: C=C1[SiH2]C=C[SiH2]1
Energy above the lowest of the compared OMol25 structures with the same formula, charge and spin in kcal per mole: 22.8
M in g/mol: 112.280
F_max in eV/Å: 7.8
DFT total energy in eV: -20029.427
2S+1: 1
E_HOMO in eV: -8.841
Orbital gap in eV: 9.11



2.
The following is a quantum chemistry calculation of one molecule with the formula C4H9BO in a non-equilibrium geometry, from the OMol25 dataset.

Structure (XYZ):
```
15
Properties=species:S:1:pos:R:3:mulliken_charge:R:1
C 2.320 0.229 -0.014 -0.84
B 0.669 0.184 -0.056 0.44
C -0.233 -1.134 0.301 -0.72
C -1.625 -0.439 0.039 -0.52
C -1.387 1.062 -0.221 -0.30
O 0.039 1.242 -0.540 -0.46
H 2.555 -0.259 -1.004 0.28
H 2.803 -0.384 0.828 0.25
H 2.600 1.338 0.029 0.19
H -0.092 -1.969 -0.344 0.33
H -0.071 -1.536 1.335 0.31
H -1.953 -0.865 -0.996 0.21
H -2.243 -0.692 0.813 0.36
H -2.026 1.650 -0.989 0.26
H -1.356 1.573 0.818 0.20
```

Lowest unoccupied orbital energy in eV: 0.67
SMILES: CB1CCCO1
Energy above the lowest of the compared OMol25 structures with the same formula, charge and spin in kcal per mole: 11.0
M in g/mol: 83.927
F_max in eV/Å: 5.0
DFT total energy in eV: -7018.024
2S+1: 1
E_HOMO in eV: -9.838
Orbital gap in eV: 10.51



3.
The following is a quantum chemistry calculation of one molecule with the formula C4H9BO in a non-equilibrium geometry, from the OMol25 dataset.

Structure (XYZ):
```
15
Properties=species:S:1:pos:R:3:mulliken_charge:R:1
C 0.809 1.554 0.612 -0.73
B 0.211 0.476 -0.317 0.07
C 1.057 -0.464 -1.245 -0.99
C -1.645 0.196 -0.315 0.45
C -2.199 -0.750 0.661 -0.87
O -2.338 0.706 -1.134 -0.51
H -0.094 1.971 1.177 0.22
H 1.132 2.329 -0.181 0.27
H 1.732 1.154 1.090 0.30
H 0.588 -1.088 -2.043 0.32
H 1.781 -1.216 -0.684 0.31
H 1.856 0.009 -1.806 0.37
H -1.569 -0.582 1.539 0.28
H -3.313 -0.601 0.891 0.28
H -1.985 -1.787 0.257 0.23
```

Lowest unoccupied orbital energy in eV: 0.54
SMILES: CB(C)C(C)=O
Energy above the lowest of the compared OMol25 structures with the same formula, charge and spin in kcal per mole: 51.9
M in g/mol: 83.927
F_max in eV/Å: 3.4
DFT total energy in eV: -7016.248
2S+1: 1
E_HOMO in eV: -8.406
Orbital gap in eV: 8.94



4.
The following is a quantum chemistry calculation of an isolated ion of composition C4H9Br2N2 and charge +1 in a non-equilibrium geometry, from the OMol25 dataset.

Structure (XYZ):
```
17
Properties=species:S:1:pos:R:3:mulliken_charge:R:1
H 1.635 -2.470 1.142 0.29
N 1.025 -1.919 0.498 -0.54
C 1.717 -0.975 -0.018 0.32
Br 3.594 -1.031 -0.081 0.00
C 0.845 0.042 -0.736 -0.25
Br 1.662 1.814 -0.743 0.02
N -0.439 0.064 -0.057 -0.12
C -1.698 0.172 -0.884 -0.93
C -0.543 1.026 1.103 -1.01
H 0.606 -0.331 -1.781 0.37
H -0.294 -0.994 0.406 0.48
H -1.918 1.139 -1.421 0.31
H -1.620 -0.590 -1.509 0.46
H -2.600 0.032 -0.251 0.37
H -0.736 2.060 0.789 0.48
H -1.503 0.842 1.746 0.33
H 0.266 1.118 1.797 0.40
```

Lowest unoccupied orbital energy in eV: -4.01
SMILES: [H]/N=C(\Br)[C@H](Br)[NH+](C)C
Energy above the lowest of the compared OMol25 structures with the same formula, charge and spin in kcal per mole: 27.6
M in g/mol: 244.938
F_max in eV/Å: 4.6
Charge: +1
DFT total energy in eV: -147350.771
2S+1: 1
E_HOMO in eV: -14.482
Orbital gap in eV: 10.48